No. 1
DFT (ωB97M-V with the def2-TZVPD basis set) results for an isolated molecule of C7H11NO2.

XYZ file:
```
21
Properties=species:S:1:pos:R:3:forces:R:3:lowdin_charge:R:1
H -0.45889 -2.81575 0.58444 -0.09 0.71 0.34 0.109
H 1.13552 2.18488 -2.16805 -0.03 0.12 -0.26 0.098
H -1.15642 -0.96113 -0.68088 0.49 0.10 0.11 0.170
O -2.03964 -0.24572 2.16866 0.09 2.46 -0.14 0.082
C 1.31287 0.14672 -1.77554 0.12 0.30 -0.67 -0.109
H 1.95533 -1.01234 -0.16064 -1.33 -0.42 -0.58 0.142
C 1.04242 -1.02167 -0.85973 0.90 0.20 0.45 -0.163
H 1.98205 0.00177 -2.65417 -0.50 0.03 0.84 0.111
H -1.08760 1.87658 -0.83547 -0.99 0.34 -0.41 0.110
O -1.81088 1.96067 1.68422 -0.18 -0.40 0.52 0.104
H 0.43799 -1.94216 1.61381 0.22 0.30 -0.11 0.098
C 0.82816 1.36708 -1.53600 0.33 -0.38 -0.02 -0.102
H 0.14950 2.58775 0.14190 0.11 0.14 -0.26 0.121
H -1.56506 -1.04587 1.89666 0.45 -0.80 -0.30 0.026
H 0.66101 0.58119 1.25139 -0.18 -0.13 -0.15 0.163
C -0.11998 1.70452 -0.43330 0.57 -1.48 1.37 -0.127
C -0.24123 0.52719 0.61347 -0.03 0.71 -0.02 -0.175
N -0.37993 -1.88078 1.01796 -0.10 -1.10 -0.83 0.025
C -0.25457 -0.85178 -0.04786 0.53 -0.17 0.52 -0.336
H 1.03897 -1.98949 -1.38456 0.04 0.32 0.07 0.111
C -1.42962 0.82834 1.56367 -0.41 -0.86 -0.47 -0.460
```
Forces are in eV/Å.

The calculation puts the orbital gap at 10.241 eV. The lowest unoccupied orbital energy comes out at 0.0251 Ha. Its charge is 0. The structure (SMILES) is N[C@@H]1CC=CC[C@H]1C(=O)O. As for the spin multiplicity: 1.

=====

No. 2
DFT (ωB97M-V with the def2-TZVPD basis set) results for a cluster of 2 separate species, C3H7ClOS in total.

XYZ file:
```
13
Properties=species:S:1:pos:R:3:forces:R:3:lowdin_charge:R:1
H -0.13521 0.64535 1.69888 0.34 -0.23 0.23 0.094
C 0.13395 0.53117 0.65707 0.33 1.37 -1.10 -0.687
C -0.57716 -0.63873 0.04140 1.09 -5.74 -0.55 -0.848
H 2.22475 1.47905 0.65446 -0.53 0.43 0.69 0.065
H -0.91855 0.06064 -1.70451 -0.23 0.38 -0.36 0.041
H -2.54313 -1.95154 -0.42738 0.54 1.87 1.62 -0.037
Cl -0.64311 1.96671 -0.16163 -0.74 0.67 0.31 0.612
O -0.60499 -0.78690 -1.37966 1.36 0.48 1.00 -0.176
S -2.30922 -0.85180 0.50988 -0.62 -1.46 -0.58 0.694
H 2.15796 -0.26033 0.35889 -0.72 1.23 -0.62 0.101
H 0.13402 -1.95867 0.40267 -1.79 4.08 -0.75 0.227
H 1.48430 1.03963 -0.85516 0.65 -0.83 0.53 0.059
C 1.59639 0.72542 0.20511 0.31 -2.24 -0.42 -0.147
```
Forces are in eV/Å.

The calculation puts the orbital gap at 9.723 eV. The lowest unoccupied orbital energy comes out at 0.0197 Ha. Its charge is 0. As for the spin multiplicity: 1.

=====

No. 3
DFT (ωB97M-V with the def2-TZVPD basis set) results for the ion C4H11N2 with charge +1.

XYZ file:
```
17
Properties=species:S:1:pos:R:3:forces:R:3:lowdin_charge:R:1
H -2.03601 2.12718 0.88846 0.01 -0.01 0.23 0.082
H -2.87066 0.63702 0.57364 0.00 -0.02 -0.38 0.079
H -1.49742 0.54485 -1.38409 -0.20 0.34 -0.11 0.112
H 1.27089 -1.57550 -1.00956 -0.01 -0.19 0.07 0.148
H -1.52857 0.58751 1.61018 0.53 0.08 0.19 0.072
C 1.11339 0.00965 0.65825 0.64 -0.77 0.01 -0.094
C -0.95772 0.90958 -0.51122 0.58 -0.36 0.20 -0.174
H 1.30184 0.87564 1.27300 -0.60 0.11 0.37 0.140
H -0.53670 1.89377 -0.71992 -0.05 -0.05 -0.39 0.124
C 0.20022 -0.03789 -0.29816 -0.25 1.03 0.06 -0.238
H -0.38836 -1.68118 -1.41230 0.23 -0.23 -0.06 0.180
N 1.99007 -1.10882 0.76717 1.11 -0.20 -0.21 0.023
H 2.96860 -0.84464 0.85410 -0.08 0.23 -0.19 0.104
H 0.56801 -0.62996 -2.24260 0.08 0.01 0.01 0.181
C -1.87900 1.06753 0.70784 -0.69 0.04 -0.06 -0.074
H 1.85634 -1.70844 1.57531 -0.60 0.13 0.00 0.108
N 0.42509 -1.06629 -1.33010 -0.68 -0.14 0.26 0.226
```
Forces are in eV/Å.

The calculation puts the orbital gap at 10.755 eV. The lowest unoccupied orbital energy comes out at -0.1260 Ha. Its charge is +1. The structure (SMILES) is CC/C([NH3+])=C/N. As for the spin multiplicity: 1.

=====

No. 4
DFT (ωB97M-V with the def2-TZVPD basis set) results for a structure of composition C29H49AuBN4O2P2.

XYZ file:
```
88
Properties=species:S:1:pos:R:3:forces:R:3:mulliken_spin:R:1
H 0.45845 2.40436 -4.97149 -0.02 0.04 -0.02 0.004
H 1.90125 -0.29440 -2.71227 0.00 0.02 0.00 0.001
H 0.47441 5.49320 -2.82426 0.01 0.00 0.00 0.001
H 6.33925 2.50058 0.56676 0.00 0.00 0.00 0.000
H 2.37302 1.98329 -2.01927 -0.01 0.03 -0.01 0.001
H 0.26039 -5.52273 0.96215 0.00 0.00 0.01 0.001
H 1.49997 0.22217 3.77206 -0.01 0.00 0.00 -0.001
N -4.28262 0.42269 -1.73582 -0.04 -0.04 -0.02 0.009
B 1.36226 -0.16750 0.37521 -0.06 -0.07 0.03 0.174
C -3.16625 -1.78204 -0.52806 0.02 0.06 -0.01 -0.004
C -1.35961 -4.27700 2.81296 0.00 0.01 0.01 0.041
H -4.29981 1.82772 -3.30167 0.01 0.00 0.00 0.000
H -1.55479 -4.03636 3.85832 0.00 -0.01 0.01 0.001
H 6.64775 0.68835 2.19633 0.00 0.00 0.00 0.000
C 1.65256 1.95781 -1.19037 -0.07 -0.08 0.10 0.149
H 4.83264 -0.93821 2.63948 0.00 0.00 0.00 0.000
H 0.94349 -4.30814 4.39020 0.01 -0.02 -0.02 -0.001
C -0.42526 3.64688 -2.24851 -0.08 -0.05 0.00 0.080
H 1.62846 4.43361 -2.03816 -0.04 0.02 -0.03 0.001
H 0.10145 0.75400 2.82634 0.01 0.00 0.01 0.010
C 3.49965 0.01072 1.23822 -0.01 -0.04 0.00 0.018
H 2.58047 -2.75110 1.79076 0.00 -0.01 0.00 0.004
O -2.59567 -2.71104 0.04913 -0.03 -0.05 0.00 0.019
H -1.75271 3.66029 -0.52074 0.00 0.01 0.01 -0.001
C 4.69023 -0.13619 1.92665 -0.01 0.00 0.00 0.001
H -0.07821 4.07865 -0.12389 0.00 0.01 0.01 0.001
N -2.45661 -0.61092 -0.70604 -0.06 -0.12 -0.02 0.053
C -0.21647 -1.15652 3.84238 -0.01 -0.02 -0.05 0.046
C 1.06905 -4.62145 3.35539 0.00 0.02 0.02 0.011
H 1.31904 -2.00193 5.15619 0.00 0.00 0.00 0.002
C 0.16531 0.80108 -3.50409 -0.03 0.00 0.01 0.072
C 5.70702 0.77864 1.67072 0.00 0.01 -0.01 -0.001
C 0.40966 0.24139 3.73991 0.00 0.02 0.01 0.011
H -0.26781 -2.77469 5.30978 0.00 0.01 0.00 0.001
H 4.21641 2.74944 -0.66625 0.00 0.01 0.00 -0.002
C 0.07788 -3.93897 2.40778 -0.04 0.04 -0.01 0.048
H 0.06471 0.83252 4.59093 -0.01 0.00 0.00 0.000
N 2.31867 -0.72386 1.28961 0.06 0.07 -0.01 -0.005
H -5.88203 1.40775 -2.62223 0.00 0.00 0.01 0.000
N 2.03265 0.94613 -0.23909 -0.02 -0.01 -0.06 0.056
C -1.20257 0.42026 -4.07984 0.00 0.01 0.03 0.009
C -2.97964 0.47001 -1.28859 0.07 0.17 0.00 -0.009
H 1.01746 -1.09464 -4.01204 -0.01 0.00 0.00 -0.002
H -6.03254 -0.67029 -1.97433 0.00 0.00 0.00 0.000
H -4.77907 2.46498 -1.72006 0.01 0.00 0.00 -0.001
H 0.89255 -5.69872 3.31375 0.00 0.00 0.00 0.003
C -0.86391 4.17841 -0.87535 -0.03 -0.01 0.03 0.038
P 0.29456 -2.09525 2.31857 0.00 -0.10 0.02 0.150
C 0.98544 1.54284 -4.56848 0.01 0.02 0.03 0.016
C -1.56778 3.83928 -3.25211 0.04 -0.02 0.02 0.006
H -1.82512 1.28717 -4.29314 -0.01 0.01 -0.01 0.001
H 2.10704 -4.45466 3.06627 0.01 0.01 -0.01 0.001
H -1.03930 -0.12039 -5.01429 0.01 0.01 -0.01 0.000
C 2.11317 -1.84082 2.17353 -0.03 -0.03 0.03 0.016
H -1.09270 5.24188 -0.97011 0.01 0.00 -0.01 0.001
H -2.46465 3.31243 -2.94129 -0.01 -0.01 0.01 0.001
H -5.10439 -2.72604 -0.90172 -0.01 0.01 -0.01 0.001
H 0.34169 -1.05848 -2.37755 0.01 -0.02 0.01 0.001
P -0.01880 1.84776 -1.97004 0.07 0.07 -0.07 0.464
H 1.69068 2.93773 -0.70683 -0.01 -0.03 -0.03 0.014
H 0.00220 -1.16880 5.97661 0.00 0.00 0.00 0.000
H -1.29212 3.51973 -4.25636 0.02 -0.01 -0.02 0.000
H 1.14068 4.13090 -3.71081 0.03 -0.03 -0.07 -0.003
H 1.96011 1.86663 -4.20109 0.00 0.00 0.00 -0.002
C 5.53305 1.80303 0.74825 0.01 0.00 0.01 0.002
H -2.08114 -0.48845 2.93010 0.00 0.01 0.00 -0.001
C -5.02259 -0.72268 -1.59223 -0.02 0.01 -0.01 0.004
H 1.16375 0.84929 -5.39344 0.00 0.00 0.00 0.003
C 3.32398 1.03941 0.30482 0.05 0.02 -0.01 -0.017
H -1.50948 -5.35218 2.69191 0.01 0.00 0.00 0.001
C 0.79013 4.45143 -2.73398 0.03 0.02 0.03 0.039
C 0.24151 -1.82709 5.13834 0.00 0.00 0.00 0.009
H 2.54045 -1.64542 3.16150 0.01 -0.01 0.00 -0.002
H -2.26083 -1.95595 3.89450 0.00 0.00 0.00 -0.002
C 0.90472 -0.48395 -3.11356 0.01 0.00 0.05 -0.008
H -2.04072 -0.39955 4.69468 0.00 0.00 0.00 0.002
H -0.45480 -4.04865 0.29709 0.01 -0.01 0.01 -0.005
C 0.31262 -4.43194 0.97120 -0.01 0.01 -0.02 0.018
H -1.79198 4.90672 -3.30291 0.00 0.00 0.01 0.000
C -4.84068 1.60496 -2.38331 -0.01 0.01 0.00 0.002
O -2.35615 1.54749 -1.46427 0.06 -0.11 0.02 0.156
H -1.74094 -0.24332 -3.40418 0.00 0.00 -0.01 -0.006
C -4.52364 -1.82535 -1.01777 0.02 -0.04 0.01 -0.007
H 1.29521 -4.14660 0.58740 -0.01 -0.01 0.00 0.000
Au -0.56276 -1.03201 0.37353 0.13 0.23 0.03 0.280
H -2.08579 -3.76549 2.17968 0.01 -0.01 0.00 -0.006
C -1.74252 -1.00080 3.83295 0.01 -0.02 0.01 0.027
C 4.33733 1.94698 0.04991 -0.03 -0.01 0.00 0.005
```
Forces are in eV/Å.

The calculation puts the orbital gap (spin up / spin down) at 7.316 / 6.045 eV. The lowest unoccupied orbital energy (spin up / spin down) comes out at -0.0670 / -0.1603 Ha. Its charge is +1. As for the spin multiplicity: 3.

=====

Here are the calculated relative energy (zero: lowest compared OMol25 entry of this formula, charge and spin) numbers, same order: 61.6, 230.4, 149.1, 0.0 (kJ/mol).
Here are the calculated molar mass numbers, same order: 141.2, 126.6, 87.1, 755.5 (g mol⁻¹).
Here are the calculated E numbers, same order: -478.57334, -1052.03713, -268.24810, -2347.08297 (a.u.).